Entry 1:
Entry from the OMol25 dataset: a cluster of 2 separate species, C4H8FN2O2S in total at a distorted geometry (ωB97M-V with the def2-TZVPD basis set).

Each line ends with the natural charge from an NBO analysis.
CARTESIAN COORDINATES (ANGSTROEM)
S  3.216642  1.007136  -0.111365  1.8751
F  3.367620  0.562546  1.473355  -0.5028
O  1.860880  1.401412  -0.314926  -0.9052
O  3.040776  -0.525743  -0.556271  -0.9658
N  -1.027840  0.796579  0.129750  -0.3089
N  0.373529  -1.044848  -0.523844  -0.6103
C  -1.822934  1.817515  0.510925  -0.1004
C  -3.049338  1.869361  -0.000039  -0.2508
C  -0.379040  -2.227235  -0.143506  -0.4062
C  -0.205762  0.050189  -0.241193  0.7886
H  -3.302339  1.200801  -0.727249  0.2092
H  -1.379716  -1.947015  -0.249891  0.2130
H  1.393988  -1.169077  -0.467179  0.4668
H  -0.300612  -2.434823  0.894523  0.2185
H  -0.176782  -3.090130  -0.840635  0.2414
H  3.680995  -1.268882  -0.686182  0.5543
H  -3.547544  2.750616  0.351091  0.2344
H  -1.742518  2.251601  1.502637  0.2489

Forces on atoms 1 to 3 (eV/Å):
S 0.421 -1.278 1.427
F -0.130 0.849 -1.107
O -0.112 0.889 0.251

The molar mass comes out at 167.19 g/mol. The value obtained for the energy above the lowest of the compared OMol25 structures with the same formula, charge and spin is 25.9 kJ/mol. Its net charge is +1. The HOMO energy comes out at -13.89 eV. For the frontier orbital gap, the calculation gives 9.915 eV.

---

Entry 2:
Entry from the OMol25 dataset: a cluster of 3 separate species, C4H8FN2O3 in total at a distorted geometry (ωB97M-V with the def2-TZVPD basis set).

Each line ends with the natural charge from an NBO analysis.
CARTESIAN COORDINATES (ANGSTROEM)
F  1.664774  2.055416  0.510035  -0.8085
O  -0.066277  -2.449487  -0.919975  -0.7200
O  -0.402999  1.547027  -1.043755  -0.7832
O  1.534421  -2.191877  0.731099  -0.7004
N  3.449039  0.096246  0.122609  -0.1803
N  2.577926  0.595470  -0.417312  0.0606
C  -1.080356  0.410537  -0.497949  0.0807
C  -0.044249  -0.408825  0.248471  -0.3729
C  0.441541  -1.642385  0.077065  0.5571
C  -2.201553  0.896782  0.379771  -0.6322
H  1.695587  -1.557862  1.578578  0.4956
H  -2.836544  -0.023227  0.579885  0.1937
H  0.493900  -2.342513  -1.707182  0.4790
H  -2.888501  1.747450  0.002581  0.2066
H  -1.596910  1.339609  1.207931  0.2150
H  0.500161  0.161415  0.961934  0.2331
H  -1.501710  -0.076390  -1.512061  0.1563
H  0.261752  1.842621  -0.301728  0.5198

Forces on atoms 1 to 3 (eV/Å):
F -1.329 1.389 1.123
O 0.657 -0.452 0.052
O 0.698 0.214 1.585

The molar mass comes out at 151.12 g/mol. The value obtained for the energy above the lowest of the compared OMol25 structures with the same formula, charge and spin is 87.8 kJ/mol. Its net charge is -1. The HOMO energy comes out at -4.84 eV. For the frontier orbital gap, the calculation gives 8.312 eV.